Record 1
Formula: C8H11NO2Sr
Source: OMol25
Level of theory: ωB97M-V/def2-TZVPD

XYZ file:
```
23
Properties=species:S:1:pos:R:3:forces:R:3
C 0.72684 -2.30111 0.15128 1.8 -2.0 0.6
C -0.02849 2.94307 -0.64517 0.2 -0.3 -0.2
H -2.11370 2.29669 -1.16693 0.3 -0.1 0.0
H 1.77546 0.70948 -2.37516 -0.2 0.1 0.2
H 2.78098 -2.12520 -0.76721 -1.4 1.2 0.6
H 1.34991 -2.06543 -1.90845 0.0 -1.2 0.9
N -3.85653 -0.40861 -0.49010 1.9 -1.1 -0.1
Sr -0.86933 -0.69063 -0.00192 -4.4 3.3 0.1
C 1.00816 1.30017 -1.87446 0.0 0.1 0.2
H -3.67413 -1.45498 -0.59057 -0.5 0.6 0.2
H -0.89308 0.33415 -2.57043 0.0 0.5 -0.1
H 0.56730 -1.89816 1.17534 2.1 -1.1 0.2
C -0.39348 1.15875 -2.04929 0.0 0.0 0.4
H 2.21367 2.80736 -0.72190 -0.4 -0.2 -0.1
H -0.01083 -1.87708 4.60239 0.0 0.1 0.2
O -0.45643 -0.09524 3.67518 0.5 -1.9 0.4
C -0.33528 -1.35359 3.68213 -1.0 1.1 -2.1
H -0.06390 -3.04940 0.06614 -0.7 0.5 -1.0
O -0.57943 -2.12970 2.67879 0.4 0.9 1.2
C -1.03580 2.16348 -1.26862 0.2 -0.1 0.0
C 1.23546 2.40658 -1.01459 -0.1 0.1 0.0
C 1.65217 -2.14672 -0.83264 1.2 -0.2 -1.1
H -0.18474 3.82892 -0.01930 0.0 -0.4 -0.2
```
Forces are in eV/Å.

## Properties
gap between HOMO and LUMO (alpha / beta)	2.9 / 3.3	eV
LUMO (alpha / beta)	5.36 / 4.88	eV
molar mass	240.8	g/mol
total charge	-2

Record 2
Formula: C34H26IN7O2SSeTi
Source: OMol25
Level of theory: ωB97M-V/def2-TZVPD

XYZ file:
```
73
Properties=species:S:1:pos:R:3:forces:R:3
N 5.26307 -0.31130 0.42456 0.1 0.1 0.1
H -2.03029 3.23349 -2.43242 0.0 0.0 0.0
H -1.19621 -3.08702 5.06252 0.0 0.0 0.0
H 1.36249 0.99654 -5.01058 0.0 0.0 0.0
N 1.79899 0.06450 1.37637 -0.2 -0.1 -0.3
N 0.30869 -2.79915 0.60687 -0.1 0.2 -0.2
C 1.16378 -5.01019 0.83410 -0.1 0.0 0.0
N 0.56038 2.50352 -0.40906 0.0 0.0 0.0
C 4.25170 0.12057 1.15545 0.1 0.1 0.0
C -0.54334 1.00418 -6.00634 0.0 0.0 0.0
C -1.00747 3.20037 -2.08463 0.0 0.0 0.0
H 2.28572 -3.20046 1.04401 0.0 0.0 0.0
C -0.60679 -1.76918 3.48585 0.0 0.0 0.0
H 2.99646 2.83587 0.40699 0.0 0.0 0.0
C -1.77373 2.17541 0.04963 0.0 0.1 -0.1
H -1.93074 -0.40290 -2.68451 0.0 0.0 0.0
H 1.19360 -1.71856 4.59781 0.0 0.0 0.0
C -1.55076 -0.00046 -3.61485 0.0 0.0 0.0
H 3.64134 3.47637 -1.11635 0.0 0.0 0.0
C -2.92350 2.95319 0.15557 0.0 0.0 0.0
N 2.91117 -1.16471 -0.27075 0.0 -0.1 -0.1
H 1.45387 -1.75004 2.85432 0.0 0.0 0.0
C 1.92035 0.90041 2.36664 0.1 0.1 0.0
C -3.20547 -0.92861 3.43496 0.0 0.0 0.0
C -3.69815 1.48891 1.85965 0.0 0.0 0.0
N -0.97457 -0.85863 2.57168 0.2 0.1 0.2
C -1.53203 -2.33998 4.35647 0.0 0.0 0.0
I -3.18271 1.06913 -7.47293 0.0 0.0 0.0
C 0.30441 0.78313 -4.93430 0.0 0.0 0.0
Ti -0.12546 -0.62885 0.36265 -0.2 -0.1 -0.5
H -4.22513 -0.58361 3.39415 0.0 0.0 0.0
C 0.02841 3.69307 -2.86471 0.0 0.0 0.0
C -0.91162 -3.29223 0.30965 0.1 0.1 -0.1
C -2.84828 -1.94207 4.30992 0.0 0.0 0.0
O 1.93068 0.28102 -2.66624 -0.1 0.1 0.0
H -3.01376 3.84800 -0.44135 0.0 0.0 0.0
N -1.60414 1.06907 0.78668 0.2 -0.2 0.2
C 1.55419 2.96715 -1.16699 0.0 0.0 0.0
H -3.58739 -2.39041 4.95982 0.0 0.0 0.0
H -4.42144 1.22730 2.61389 0.0 0.0 0.0
C -1.15109 -4.67237 0.30130 0.0 0.0 0.0
C -0.19729 0.29254 -3.73546 0.0 0.0 0.1
H 0.99615 1.23581 2.82443 0.0 0.0 0.0
H -3.45941 -0.02034 -4.59659 0.0 0.0 0.0
H -0.17718 4.14107 -3.82773 0.0 0.0 0.0
Se 4.57398 -1.34665 -0.82570 0.0 0.0 -0.1
H -0.15689 1.39051 -6.93906 0.0 0.0 0.0
C -2.54045 0.74462 1.69850 0.0 0.0 0.0
C 2.95795 -0.34915 0.75258 -0.2 0.2 0.2
S -2.08192 -2.07113 -0.07244 -0.2 -0.1 0.0
O 0.12797 -0.20339 -1.44889 0.2 -0.1 0.9
C 1.31967 3.58779 -2.39487 0.0 0.0 0.0
H -0.26891 -6.59691 0.55103 0.0 0.0 0.0
C 0.73297 0.12810 -2.57931 0.0 -0.2 -0.1
H 0.95581 -3.21784 3.70722 0.0 0.0 0.0
C -0.10895 -5.52670 0.56437 0.1 0.0 0.0
C -3.90245 2.59798 1.05875 0.0 0.0 0.0
C 4.33214 1.00690 2.27204 0.1 -0.1 -0.1
C -1.89733 0.72271 -5.87013 0.0 0.0 0.0
C 1.32182 -3.64784 0.84315 0.1 0.0 0.1
C 0.83603 -2.13634 3.65340 0.0 0.0 -0.1
H -4.79706 3.19581 1.16710 0.0 0.0 0.0
H 3.27729 1.75779 -0.98047 0.0 0.0 0.0
C -0.68916 2.63125 -0.86180 0.0 0.0 0.0
C -2.40737 0.21236 -4.68401 0.1 0.0 0.0
H 5.29489 1.36459 2.61071 0.0 0.0 0.0
H 2.15542 3.95794 -2.97288 0.0 0.0 0.0
C 3.17295 1.38301 2.86232 -0.2 0.0 0.0
H -2.14269 -5.03387 0.07052 0.0 0.0 0.0
C 2.95255 2.75603 -0.67772 0.0 0.0 0.0
H 2.00666 -5.65714 1.02609 0.0 0.0 0.0
H 3.16916 2.06262 3.70226 0.0 0.0 0.0
C -2.24156 -0.40259 2.59708 -0.1 0.1 -0.1
```
Forces are in eV/Å.

## Properties
gap between HOMO and LUMO (alpha / beta)	6.5 / 6.5	eV
LUMO (alpha / beta)	-3.92 / -3.92	eV
molar mass	850.4	g/mol
2S+1	2
total charge	+1
<S²>	0.75

Record 3
Formula: C31H73FO9S
Source: OMol25
Level of theory: ωB97M-V/def2-TZVPD

XYZ file:
```
115
Properties=species:S:1:pos:R:3:forces:R:3
H 8.62816 -0.92947 -8.73084 0.0 0.0 0.0
H 4.71567 1.55262 -6.09703 0.3 0.1 0.3
O -5.53012 -6.81503 10.01977 0.0 0.2 -0.2
H 6.42603 0.14231 -9.13267 0.0 0.1 0.1
H -3.66727 -4.49365 5.61214 0.0 0.1 -0.1
C -4.38539 -4.30811 0.68211 0.0 0.0 0.1
C 1.55528 3.54015 -3.68263 1.2 0.1 -1.1
C -1.62655 2.32904 -0.52894 -0.1 -0.1 0.1
C 8.78530 3.05082 -10.36814 -0.1 -0.1 -0.1
O -4.53284 -2.67797 5.47975 0.1 0.0 -0.3
S 6.49526 3.24326 -2.79834 0.7 1.1 4.1
H 2.86047 1.01894 -2.84870 0.0 -0.2 -0.5
O 1.98610 6.02099 -0.06029 -0.1 -0.2 0.0
H 7.04885 0.99422 -10.53040 0.1 0.0 0.0
H -4.51183 -2.28473 2.51012 -0.1 0.1 0.1
C 8.87491 2.35581 -9.02035 0.1 0.1 -0.1
C -5.21348 -7.98885 9.28868 0.0 -0.1 0.1
C -4.10945 -7.31114 11.96559 0.1 -0.1 -0.1
H 1.10383 8.52299 -0.88766 0.0 0.1 0.1
H 2.27814 4.18183 -4.22541 -0.3 -0.1 0.4
C 6.27857 2.93844 -5.32713 -1.0 -1.3 -1.8
C -5.47870 -6.92541 11.43206 0.1 -0.1 0.1
C 4.03549 7.22528 -0.70963 0.0 0.1 0.1
H 7.93236 3.73230 -10.38970 0.1 0.0 0.0
H 4.63497 6.66454 0.00992 0.0 0.0 -0.1
H 3.16826 5.49025 -1.60533 -0.1 0.0 0.1
H -5.41063 -0.86772 5.38223 0.1 -0.1 -0.1
C -1.62734 2.17152 -2.04048 0.0 0.0 0.2
H 1.80697 3.60541 -2.60969 -0.5 -0.2 -0.3
H -6.24670 -7.62049 11.78677 0.0 -0.1 0.0
C -4.52323 -1.04674 7.32028 0.1 -0.1 0.1
H -5.74720 -5.94288 11.82232 0.0 0.0 -0.2
C 7.33025 0.58427 -9.55484 0.0 -0.1 -0.1
H 3.75408 8.16805 -0.23717 0.0 0.0 -0.1
F 0.30581 4.11428 -3.94388 0.2 -0.4 0.3
H -3.35754 -6.58762 11.64391 0.0 0.0 0.0
H -4.34569 -1.78425 8.10424 -0.1 0.0 0.0
C 1.41753 7.07022 0.70363 0.0 0.1 0.0
H -6.42222 -2.50127 0.83612 0.0 0.0 0.1
H -2.54516 2.57778 -2.47742 0.0 0.0 0.0
C -4.20989 -3.81153 6.26911 0.0 -0.1 0.1
H 0.80949 6.58974 1.47203 0.1 -0.1 -0.1
H -6.07363 -9.46866 10.63438 0.1 -0.1 0.0
O 7.47194 2.91835 -1.73230 -1.5 0.3 -2.8
H 9.31275 -0.10865 -10.12903 0.0 0.0 -0.1
H -4.12319 -7.34181 13.05632 0.0 0.0 0.0
O 7.70531 1.63069 -8.67345 -0.2 0.1 0.3
C -6.13306 -9.15928 9.58993 -0.1 0.0 0.1
C -3.80392 0.20103 -2.49932 -0.1 0.1 0.0
C -4.69289 -1.54713 1.72682 0.1 -0.1 0.1
H -6.17138 -4.38131 1.92527 0.1 0.0 0.1
H -3.68737 -4.02425 1.47687 -0.1 0.0 0.1
H -3.79377 -8.29275 11.60931 0.0 0.0 0.1
H -5.11339 -5.41132 7.39722 0.0 0.0 0.0
H 9.69527 3.62120 -10.56064 0.0 0.0 0.0
H -0.68841 1.96097 -0.10759 0.0 0.1 0.0
O 7.22800 2.98600 -4.24580 -1.4 0.3 1.4
H 2.20267 7.62295 1.23035 0.0 0.1 0.0
H 3.06825 0.50499 -4.58714 -0.1 0.1 0.6
C -5.42268 -4.52878 6.83520 -0.1 0.0 0.0
H -5.30752 -7.72582 8.23356 0.0 0.2 0.1
H -5.58989 -1.36641 -0.20538 0.0 -0.1 -0.1
C 4.27650 2.20527 -3.99376 0.6 -1.0 0.2
H 8.65857 2.34066 -11.18644 0.1 0.0 0.0
H 5.70765 3.87524 -5.45386 0.6 -0.1 0.2
C -5.25381 -1.64602 6.13071 0.0 0.0 0.1
H 0.10071 8.76907 0.54223 0.0 0.0 0.0
H 5.60357 1.03970 -2.71209 -0.3 0.3 0.5
H 8.02434 -1.29084 -10.35831 0.0 0.0 0.0
H -4.49015 -0.58169 -2.17197 0.1 0.0 0.0
H -2.43793 1.77054 -0.05872 0.0 0.1 0.0
H 9.00698 3.10875 -8.24183 -0.1 -0.1 0.1
O -1.42715 0.83303 -2.47087 0.2 0.0 -0.2
H -0.80577 2.74975 -2.45864 0.0 -0.1 -0.1
H -6.08963 -4.84366 6.02955 0.0 0.0 0.0
C -2.39154 -0.11371 -2.03971 -0.1 0.0 0.0
H 9.75309 1.70421 -8.97361 0.0 0.0 -0.1
H 2.24180 6.94894 -1.89366 0.0 0.1 0.0
H -5.86751 -10.01783 8.97096 0.0 0.0 0.0
C -5.42938 -2.14588 0.54107 0.0 0.1 0.1
H 6.84317 2.71291 -6.25687 0.0 0.4 0.7
C 5.24060 1.76286 -5.15320 0.6 1.4 1.2
H -2.35009 -0.22669 -0.95109 -0.1 0.0 0.0
C 1.66573 2.11861 -4.28234 -0.9 -0.1 0.7
H 0.81281 1.53483 -3.87189 0.4 0.2 -0.3
H -3.72207 -1.15488 1.41464 -0.1 0.0 0.0
H -0.26422 7.45570 -0.59228 0.0 0.0 0.0
H 4.11913 3.28968 -4.12248 -0.4 -0.5 0.1
H -2.08559 -1.07256 -2.46089 0.1 0.1 0.0
H 5.84794 0.90603 -4.79561 -0.6 0.1 -0.6
O 5.87691 4.57856 -2.66889 0.9 -2.1 -1.4
H -1.74484 3.37955 -0.25826 0.0 0.0 0.0
H -4.16320 1.15056 -2.09901 0.0 0.0 0.1
H -3.55190 -0.65415 7.01245 -0.1 0.0 0.0
C -5.59750 -5.02215 1.25429 -0.1 0.1 0.0
H 4.65563 7.45839 -1.57627 0.0 -0.1 0.0
H -5.28580 -5.90294 1.81828 0.0 0.0 0.0
H -5.10889 -0.23444 7.75407 0.0 0.0 0.0
H -5.27581 -0.73448 2.16423 0.0 0.0 0.0
C 2.96702 1.35691 -3.89450 0.0 1.0 -0.3
C 5.11579 2.02742 -2.67117 0.4 0.4 -2.1
H -3.51397 -3.53064 7.06668 0.0 0.0 0.1
H -3.84567 0.26848 -3.58829 0.0 0.0 0.0
H -6.26628 -5.34013 0.45185 0.0 0.0 0.0
H -5.99934 -3.89148 7.50660 0.1 -0.1 0.1
H -7.17123 -8.88994 9.38634 0.0 0.0 0.0
O -4.71001 -3.17854 -0.11106 0.0 0.0 -0.3
H -6.24772 -2.00202 6.42109 0.0 0.0 0.1
C 0.54133 8.00992 -0.10635 0.0 0.0 -0.1
H 4.52807 2.20656 -1.76092 0.6 0.2 -0.2
H -3.84507 -4.99270 0.02611 0.0 0.1 -0.1
C 8.38633 -0.49669 -9.70350 0.1 0.0 0.1
H 1.48516 2.17197 -5.37320 0.4 0.1 0.5
H -4.16474 -8.26205 9.44758 0.0 -0.1 0.0
C 2.82442 6.41376 -1.13594 0.1 0.1 -0.1
```
Forces are in eV/Å.

## Properties
gap between HOMO and LUMO	10.2	eV
LUMO	0.70	eV
molar mass	641.0	g/mol
SMILES string	O=S1(=O)C[C@H](CCCF)CCO1.CCOCC.CCOCC.CCOCC.CCOCC.CCOCC.CCOCC
total charge	0

Looking at max |F| for the records above, in order, we have 0.1061 0.0175 0.0836 Eh/bohr.